1.
{
  "formula": "C5H12O4",
  "method": "ωB97M-V with the def2-TZVPD basis set",
  "relative_energy_ev": 3.375,
  "homo_lumo_gap_ev": 9.4,
  "homo_energy_ev": -8.89,
  "max_force_ev_per_a": 1.56,
  "lumo_energy_ha": 0.0186,
  "elements": ["C", "C", "O", "H", "H", "H", "H", "H", "H", "C", "C", "C", "O", "O", "O", "H", "H", "H", "H", "H", "H"],
  "coordinates": [[1.65865, 0.32796, -0.91757], [2.06549, -0.85718, -1.78130], [1.95476, 0.29274, 0.34073], [0.61891, 0.03665, 0.98044], [1.82594, 1.29676, -1.42775], [0.30915, 0.29204, -0.93610], [1.83715, -1.79251, -1.26843], [1.53281, -0.84653, -2.73534], [3.13956, -0.82262, -1.97010], [-1.01211, 0.99764, 2.07683], [-1.02894, 0.14423, -0.31820], [-0.57387, -0.04600, 1.07019], [-1.64727, 1.31308, -0.61748], [-1.53190, -0.92764, -0.97538], [-0.83516, -1.39648, 1.47303], [-1.37991, -1.69480, -0.39099], [-1.92513, 1.30176, -1.54350], [-1.66790, -1.40835, 1.96333], [-2.09957, 0.99723, 2.20053], [-0.70939, 1.98907, 1.74235], [-0.53125, 0.80295, 3.03472]],
  "atomic_forces_ev_per_a": [[1.036, -0.035, 1.170], [-0.584, -0.114, -0.031], [-0.030, 0.073, -1.136], [-1.162, -0.132, 0.220], [-0.451, -0.020, 0.064], [-0.903, 0.011, 0.156], [0.036, 0.029, 0.036], [0.104, 0.006, -0.029], [-0.032, 0.093, 0.044], [-0.094, -0.091, -0.175], [1.058, 0.066, -0.797], [1.098, 0.073, 0.260], [0.056, -0.068, 0.022], [-0.084, 0.064, 0.115], [-0.118, 0.062, 0.035], [0.019, 0.069, 0.001], [0.051, -0.065, 0.056], [0.056, -0.001, -0.036], [0.003, 0.042, 0.055], [-0.032, -0.028, -0.002], [-0.026, -0.034, -0.024]],
  "lowdin_charge": [-0.416, -0.063, -0.128, 0.121, 0.127, 0.129, 0.080, 0.073, 0.078, -0.014, -0.414, -0.361, 0.094, 0.085, -0.018, 0.117, 0.132, 0.106, 0.089, 0.093, 0.091]
}

---

2.
{
  "formula": "C28H23AsF6NO5S2TcTe",
  "method": "ωB97M-V with the def2-TZVPD basis set",
  "relative_energy_ev": 0.000,
  "multiplicity": 4,
  "charge": 3,
  "homo_lumo_gap_ev": [5.1, 4.8],
  "homo_energy_ev": [-16.71, -16.74],
  "max_force_ev_per_a": 1.96,
  "lumo_energy_ha": [-0.4271, -0.4400],
  "elements": ["Tc", "F", "C", "F", "F", "S", "O", "O", "N", "S", "O", "O", "C", "F", "F", "F", "C", "Te", "C", "C", "C", "C", "C", "C", "C", "H", "H", "H", "H", "H", "H", "H", "H", "O", "As", "C", "C", "C", "C", "C", "C", "C", "C", "C", "C", "C", "C", "C", "C", "C", "C", "C", "C", "H", "H", "H", "H", "H", "H", "H", "H", "H", "H", "H", "H", "H", "H", "H"],
  "coordinates": [[0.01184, 0.07962, -1.91261], [2.65007, 0.70974, -2.47665], [2.89892, 1.03935, -3.77822], [3.66008, 0.12790, -4.31440], [3.43041, 2.22261, -3.82358], [1.22707, 1.03643, -4.63411], [0.29260, 1.34287, -3.47682], [1.22014, 1.96590, -5.68064], [1.00101, -0.46646, -5.04823], [0.38717, -1.45225, -4.02877], [1.22989, -1.71092, -2.86159], [-0.91526, -0.94821, -3.47232], [0.04208, -3.01516, -5.00757], [-0.42639, -3.87007, -4.12836], [-0.84665, -2.70822, -5.91180], [1.17254, -3.40604, -5.51841], [-3.61726, -0.15936, -0.86885], [-2.39490, 1.20445, -2.02035], [-3.11040, 2.58057, -0.49310], [-4.52605, 2.10366, -0.36939], [-5.57643, 2.98144, -0.14079], [-6.85741, 2.48060, 0.03969], [-7.09392, 1.11386, -0.02802], [-6.05431, 0.23385, -0.30735], [-4.77362, 0.72534, -0.48527], [-3.03817, -0.51621, -0.01342], [-3.91315, -1.00903, -1.48050], [-3.02527, 3.60785, -0.84172], [-2.52161, 2.44973, 0.41438], [-5.39750, 4.04870, -0.09123], [-7.68056, 3.15780, 0.22174], [-8.09774, 0.73489, 0.10455], [-6.25263, -0.82699, -0.40095], [0.60386, -0.02114, -0.19792], [1.51325, -0.35784, 1.27328], [1.79437, -2.26300, 1.38317], [1.53255, -3.05745, 0.27484], [1.76522, -4.42188, 0.35908], [2.26048, -4.97061, 1.53348], [2.51060, -4.16463, 2.63683], [2.27378, -2.80080, 2.57373], [0.33291, 0.29496, 2.65511], [0.73374, 0.18879, 3.98157], [-0.10562, 0.66966, 4.97448], [-1.31687, 1.25773, 4.63438], [-1.69962, 1.37158, 3.30514], [-0.87356, 0.88823, 2.30197], [3.11810, 0.70223, 1.20977], [3.15061, 1.90598, 0.51731], [4.31967, 2.64959, 0.54898], [5.41719, 2.19243, 1.26825], [5.36365, 0.99061, 1.96263], [4.20445, 0.22995, 1.93797], [1.16771, -2.62926, -0.64667], [1.56691, -5.05443, -0.49578], [2.45173, -6.03351, 1.59116], [2.88780, -4.59875, 3.55277], [2.44549, -2.18384, 3.44540], [1.69243, -0.24303, 4.23909], [0.18994, 0.58956, 6.01153], [-1.96405, 1.63741, 5.41354], [-2.64323, 1.84059, 3.05675], [-1.15382, 0.96672, 1.25903], [2.28233, 2.26892, -0.01981], [4.37213, 3.59273, 0.02182], [6.32294, 2.78304, 1.29444], [6.22366, 0.63671, 2.51406], [4.15468, -0.71550, 2.46330]],
  "atomic_forces_ev_per_a": [[0.353, 0.383, -0.223], [0.091, 0.012, -0.150], [0.022, -0.133, 0.197], [0.037, 0.011, -0.013], [-0.071, 0.110, -0.058], [0.716, -0.193, -0.307], [-0.055, 0.157, 0.862], [-0.160, 0.067, -0.083], [-0.244, -0.208, -0.171], [0.721, -0.273, -1.244], [0.090, 0.030, 0.426], [-0.468, -0.019, 0.524], [-0.149, -0.246, -0.162], [0.006, 0.024, 0.005], [0.052, -0.008, 0.014], [0.013, 0.026, -0.006], [0.047, -0.403, 0.208], [-1.416, 0.341, 0.380], [0.241, 0.242, 0.266], [-0.119, -0.459, -0.222], [0.071, 0.138, 0.042], [-0.079, -0.091, 0.040], [0.057, 0.085, 0.005], [-0.047, -0.137, -0.054], [0.129, 0.523, -0.141], [0.089, 0.044, -0.063], [0.066, 0.058, -0.097], [0.116, -0.066, -0.130], [0.087, -0.038, -0.083], [-0.011, -0.014, -0.001], [0.024, 0.026, 0.001], [0.002, -0.022, 0.000], [-0.010, 0.021, -0.016], [-0.470, 0.038, -0.591], [0.630, 0.017, 1.860], [-0.154, 0.517, -0.333], [0.095, -0.041, 0.038], [-0.016, 0.021, -0.056], [0.002, 0.007, 0.007], [0.010, -0.027, 0.029], [-0.072, 0.092, 0.041], [0.125, -0.090, -0.563], [0.084, -0.003, -0.111], [0.013, -0.007, -0.012], [-0.005, 0.010, 0.059], [-0.032, 0.022, -0.070], [0.043, -0.091, 0.093], [-0.477, -0.469, -0.233], [0.007, 0.050, 0.072], [-0.095, 0.054, -0.037], [0.055, -0.035, 0.062], [-0.020, 0.016, 0.009], [-0.017, -0.076, -0.118], [-0.008, -0.027, -0.065], [0.007, -0.009, 0.019], [-0.009, -0.002, 0.010], [-0.003, 0.004, -0.001], [0.043, -0.037, 0.033], [-0.010, 0.021, 0.106], [-0.002, 0.013, 0.001], [0.000, -0.008, -0.004], [-0.005, -0.010, 0.007], [-0.061, 0.012, 0.027], [0.019, 0.045, -0.013], [0.009, 0.000, 0.007], [0.006, -0.004, -0.021], [0.004, 0.032, 0.022], [0.103, -0.025, -0.021]],
  "lowdin_charge": [1.474, 0.069, -0.654, 0.224, 0.236, 0.740, -0.533, -0.119, -0.241, 0.712, -0.327, -0.491, -0.690, 0.212, 0.234, 0.242, -0.313, 1.632, -0.292, -0.316, -0.002, -0.020, -0.016, -0.004, -0.306, 0.072, 0.081, 0.085, 0.052, 0.133, 0.129, 0.129, 0.132, -0.611, 1.415, -0.299, -0.096, -0.039, -0.020, -0.026, -0.086, -0.296, -0.074, -0.025, -0.024, -0.050, -0.108, -0.312, -0.104, -0.042, -0.020, -0.027, -0.075, 0.061, 0.122, 0.130, 0.130, 0.099, 0.105, 0.130, 0.129, 0.115, 0.053, 0.099, 0.124, 0.129, 0.129, 0.103]
}